1) C4H5NO2 | the ωB97M-V functional and the def2-TZVPD basis

Gap between HOMO and LUMO in eV: 10.61
SMILES string: O=C[C@H]1CN=CO1
HOMO in eV: -9.94

Geometry as ORCA input:
```
! RIJCOSX wB97M-V def2-TZVPD def2/J DEFGRID3
* xyz 0 1
O -0.250 -2.174 -1.521
C 0.408 -1.559 -0.720
C 0.299 -0.055 -0.587
C -1.058 0.417 0.001
N -0.695 1.221 1.168
C 0.562 1.150 1.265
O 1.268 0.429 0.354
H 1.114 -2.055 -0.020
H 0.500 0.402 -1.562
H -1.622 1.018 -0.718
H -1.694 -0.421 0.311
H 1.168 1.626 2.028
*
```

=====

2) C4H5NO2 | the ωB97M-V functional and the def2-TZVPD basis

Gap between HOMO and LUMO in eV: 10.83
SMILES string: O=C[C@H]1CN1C=O
HOMO in eV: -10.20

Geometry as ORCA input:
```
! RIJCOSX wB97M-V def2-TZVPD def2/J DEFGRID3
* xyz 0 1
O -0.642 2.618 -0.203
C -0.511 1.432 -0.377
C -0.425 0.442 0.743
C -0.801 -0.970 0.409
N 0.571 -0.625 0.632
C 1.480 -0.640 -0.438
O 1.317 -1.245 -1.469
H -0.450 0.994 -1.397
H -0.590 0.850 1.738
H -1.096 -1.193 -0.616
H -1.252 -1.583 1.183
H 2.400 -0.080 -0.204
*
```

=====

1) takes first place; second place is 16.5 kcal/mol up.

=====

1) C4H5NO2 | the ωB97M-V functional and the def2-TZVPD basis

Gap between HOMO and LUMO in eV: 10.80
SMILES string: O=C1CCN=CO1
HOMO in eV: -10.12

Geometry as ORCA input:
```
! RIJCOSX wB97M-V def2-TZVPD def2/J DEFGRID3
* xyz 0 1
O -1.327 -0.283 -2.204
C -0.770 -0.327 -1.147
C 0.585 0.263 -0.826
C 0.590 0.738 0.581
N 0.094 -0.145 1.544
C -0.783 -0.959 1.150
O -1.360 -1.015 -0.104
H 1.312 -0.556 -0.909
H 0.832 1.015 -1.577
H 0.297 1.813 0.764
H 1.759 1.157 0.920
H -1.228 -1.700 1.808
*
```

=====

2) C4H5NO2 | the ωB97M-V functional and the def2-TZVPD basis

Gap between HOMO and LUMO in eV: 9.78
HOMO in eV: -9.53

Geometry as ORCA input:
```
! RIJCOSX wB97M-V def2-TZVPD def2/J DEFGRID3
* xyz 0 1
C -1.027 -0.756 0.570
C -0.114 -1.144 -0.332
C -0.861 0.614 1.158
C 0.981 -0.157 -0.598
N 0.216 1.160 0.545
O -1.531 1.225 1.918
O 1.203 0.439 -1.728
H -1.898 -1.235 0.690
H -0.190 -2.119 -0.986
H 1.940 -0.258 -0.179
H 0.964 1.558 1.081
H 0.318 0.675 -2.140
*
```

=====

3) C4H5NO2 | the ωB97M-V functional and the def2-TZVPD basis

Gap between HOMO and LUMO in eV: 7.64
SMILES string: N/C(C=O)=C/C=O
HOMO in eV: -8.89

Geometry as ORCA input:
```
! RIJCOSX wB97M-V def2-TZVPD def2/J DEFGRID3
* xyz 0 1
N 1.596 0.897 -0.050
C 0.512 0.099 -0.073
C 0.774 -1.279 -0.137
O 2.021 -1.491 0.324
C -0.751 0.660 0.246
C -2.123 -0.021 0.111
O -2.257 -1.219 -0.074
H 2.482 0.345 -0.507
H 1.424 1.817 -0.029
H 0.065 -2.054 -0.318
H -0.749 1.706 0.091
H -2.993 0.540 0.416
*
```

=====

1) takes first place; second place is 30.2 kcal/mol up.

=====

1) C6H40N2O12 | the ωB97M-V functional and the def2-TZVPD basis

Gap between HOMO and LUMO in eV: 8.59
HOMO in eV: -8.43

Geometry as ORCA input:
```
! RIJCOSX wB97M-V def2-TZVPD def2/J DEFGRID3
* xyz 0 1
N -2.783 0.003 -0.470
C -2.734 -0.716 -1.764
C -1.558 -1.671 -1.879
N -0.364 -0.954 -2.332
C 0.782 -1.868 -2.549
C 0.388 -3.292 -3.110
C 0.099 0.206 -1.510
C 1.657 0.435 -1.470
H -2.167 -0.369 0.232
H -2.447 0.933 -0.651
H -2.851 -0.032 -2.596
H -3.745 -1.182 -1.775
H -1.803 -2.409 -2.692
H -1.515 -2.152 -0.878
H 1.371 -2.026 -1.630
H 1.390 -1.388 -3.350
H -0.005 -3.782 -2.237
H -0.410 -3.147 -3.842
H 1.263 -3.658 -3.628
H 0.007 -0.057 -0.443
H -0.405 1.128 -1.776
H 1.802 1.434 -0.986
H 2.117 -0.182 -0.688
H 2.105 0.409 -2.433
H 1.418 3.563 -1.534
H 0.299 4.266 -0.764
O 1.284 4.223 -0.844
H -3.366 -0.474 3.181
H -2.480 -1.810 3.258
O -2.600 -0.895 3.575
H -1.484 -3.095 1.584
H -2.946 -3.746 1.880
O -2.367 -2.980 1.937
H 0.695 4.296 2.074
H 1.196 3.956 0.791
O 0.978 3.460 1.666
H -0.422 2.702 1.195
H -0.718 1.180 1.425
O -1.123 2.002 1.068
H 3.093 0.289 2.183
H 4.514 -0.174 2.478
O 3.773 -0.374 1.897
H -1.475 3.465 -1.571
H -1.327 3.127 -0.036
O -1.324 3.887 -0.717
H 0.052 -1.195 1.956
H -0.962 -0.372 2.902
O -0.389 -0.342 2.097
H -0.795 1.519 -3.506
H 0.241 2.058 -4.460
O -0.204 2.297 -3.639
H 1.699 1.696 2.466
H 0.927 0.422 3.152
O 1.746 0.930 3.051
H 3.335 -1.717 0.841
H 3.323 -3.355 0.839
O 2.977 -2.541 0.474
H 1.472 -3.095 2.533
H 1.208 -2.734 1.102
O 0.733 -2.889 1.944
*
```

=====

2) C6H40N2O12 | the ωB97M-V functional and the def2-TZVPD basis

Gap between HOMO and LUMO in eV: 9.13
HOMO in eV: -9.05

Geometry as ORCA input:
```
! RIJCOSX wB97M-V def2-TZVPD def2/J DEFGRID3
* xyz 0 1
C 1.134 0.996 3.911
C 0.429 0.364 2.742
N 0.329 1.116 1.478
C 0.541 -1.047 0.383
C -0.311 0.212 0.453
C -0.334 1.032 -0.888
N -1.138 0.466 -1.936
C -2.399 1.119 -2.107
H 1.079 0.393 4.883
H 0.821 2.037 4.193
H 2.372 1.163 3.639
H -0.528 -0.010 3.112
H 1.089 -0.435 2.751
H 1.289 1.235 1.104
H 0.407 -1.447 -0.553
H 1.538 -0.784 0.647
H 0.233 -1.745 1.196
H -1.353 -0.024 0.752
H -0.456 2.126 -0.698
H 0.671 1.064 -1.182
H -1.226 -0.526 -1.841
H -3.219 0.712 -1.435
H -2.493 2.188 -1.860
H -2.686 0.952 -3.168
H 4.160 -0.768 -2.310
H 3.831 -0.251 -0.940
O 4.267 -0.932 -1.437
H -1.903 -3.294 3.278
H -0.859 -2.414 3.628
O -1.040 -3.202 3.120
H -3.187 -2.960 -2.739
H -1.679 -2.311 -2.805
O -2.646 -2.287 -2.565
H 2.428 -3.617 -0.309
H 0.895 -3.437 -0.656
O 1.877 -3.304 -1.041
H -2.194 1.580 1.923
H -2.064 3.156 2.076
O -2.445 2.461 1.500
H 3.279 1.019 -0.305
H 2.710 0.987 1.059
O 3.369 1.524 0.537
H 0.368 3.335 1.755
H 1.689 4.223 1.363
O 0.786 4.161 1.768
H -3.770 0.643 0.522
H -3.463 -0.991 0.937
O -3.716 -0.051 1.157
H 2.367 2.225 -1.191
H 1.609 1.899 -2.530
O 2.329 1.480 -1.859
H 0.081 2.659 -4.003
H -0.135 1.238 -3.365
O 0.296 1.680 -4.142
H 0.636 -2.149 -4.023
H 1.178 -1.678 -2.770
O 0.317 -2.068 -3.081
H -2.092 -3.371 -0.115
H -1.138 -2.903 1.182
O -1.928 -3.439 0.801
*
```

=====

3) C6H40N2O12 | the ωB97M-V functional and the def2-TZVPD basis

Gap between HOMO and LUMO in eV: 9.21
HOMO in eV: -9.10

Geometry as ORCA input:
```
! RIJCOSX wB97M-V def2-TZVPD def2/J DEFGRID3
* xyz 0 1
C -3.815 -0.361 1.608
C -2.799 -0.011 0.483
C -1.564 -0.898 0.417
C -0.586 -0.288 -0.620
C -0.157 -1.068 -1.852
N 1.075 -1.923 -1.803
C 2.078 -1.691 -2.860
N 2.951 -0.548 -2.905
H -3.631 -1.370 1.989
H -3.703 0.229 2.518
H -4.808 -0.352 1.160
H -3.331 -0.036 -0.460
H -2.532 1.037 0.715
H -1.864 -1.906 0.116
H -1.106 -0.959 1.399
H -1.092 0.580 -1.029
H 0.319 0.022 -0.089
H -0.110 -0.346 -2.685
H -0.901 -1.787 -2.146
H 1.550 -1.699 -0.927
H 2.691 -2.589 -2.694
H 1.654 -1.725 -3.863
H 2.462 0.295 -3.168
H 3.603 -0.385 -2.156
H 3.251 0.171 0.351
H 4.052 -1.071 0.508
O 3.134 -0.773 0.543
H 0.997 3.018 2.448
H 1.245 4.399 1.586
O 0.766 3.571 1.655
H -1.309 0.459 4.302
H -1.773 1.981 3.680
O -1.310 1.414 4.301
H 0.737 -4.529 -0.754
H 1.185 -3.039 -0.758
O 0.663 -3.699 -0.276
H -1.699 -3.957 -2.714
H -2.063 -2.727 -1.838
O -2.209 -3.670 -1.957
H -0.323 2.677 -1.011
H -1.412 3.719 -1.042
O -0.583 3.493 -1.481
H 1.330 -0.671 2.709
H 2.718 -0.037 3.042
O 1.795 0.180 2.821
H -3.149 2.922 -2.356
H -3.289 1.554 -1.982
O -3.825 2.349 -1.965
H 0.612 2.806 -3.268
H 0.979 1.412 -2.831
O 0.601 1.901 -3.564
H 0.623 2.491 4.228
H 1.715 1.771 3.476
O 1.551 2.614 3.975
H 1.289 1.209 0.967
H 1.881 2.444 0.626
O 1.761 1.555 0.187
H 1.593 -3.187 2.236
H 0.791 -2.648 1.113
O 1.294 -2.325 1.895
*
```

=====

1) takes first place; second place is 28.9 kcal/mol up.

=====

1) C28H35FN6O11P2RhS2 | the ωB97M-V functional and the def2-TZVPD basis

Gap between HOMO and LUMO (alpha / beta) in eV: 6.57 / 5.52
HOMO (alpha / beta) in eV: -9.66 / -9.68

Geometry as ORCA input:
```
! RIJCOSX wB97M-V def2-TZVPD def2/J DEFGRID3
* xyz 1 5
Rh -0.932 1.980 -1.239
N 2.666 4.323 -1.379
C 2.024 4.186 -0.049
C 2.751 4.899 1.054
P 2.113 2.336 0.160
O 1.413 2.008 1.547
O 3.551 2.009 0.148
O 1.297 1.803 -1.006
P 0.302 4.785 -0.335
O 0.678 6.325 -0.769
O -0.543 4.789 0.872
O -0.149 4.119 -1.622
H 3.597 3.882 -1.358
H 2.676 5.298 -1.693
H 2.045 3.769 -2.000
H 3.724 4.436 1.226
H 2.157 4.777 1.961
H 2.862 5.965 0.853
H 0.441 2.026 1.448
H 0.171 6.913 -0.210
C -2.127 -5.509 0.611
C -1.883 -5.008 -0.810
N -1.407 -3.637 -0.851
C -2.332 -2.645 -0.925
C -2.046 -1.352 -1.210
C -3.197 -0.343 -1.278
O -4.327 -0.789 -1.140
O -2.901 0.866 -1.483
C -0.694 -0.968 -1.501
O -0.365 0.085 -2.080
C 0.301 -1.970 -1.123
C 1.647 -1.613 -1.078
C 2.612 -2.560 -0.843
F 3.903 -2.156 -0.848
C 2.285 -3.904 -0.621
C 0.933 -4.240 -0.585
C -0.073 -3.304 -0.849
N 3.234 -4.927 -0.381
C 3.104 -6.151 -1.150
C 3.522 -7.323 -0.242
N 4.465 -6.785 0.773
C 5.421 -5.849 0.133
C 4.640 -4.575 -0.232
H -2.503 -6.528 0.574
H -2.874 -4.889 1.099
H -1.219 -5.480 1.209
H -2.821 -5.045 -1.370
H -1.167 -5.649 -1.331
H -3.364 -2.930 -0.781
H 1.923 -0.581 -1.234
H 0.662 -5.249 -0.318
H 3.736 -6.117 -2.047
H 2.077 -6.283 -1.484
H 4.017 -8.105 -0.819
H 2.662 -7.752 0.274
H 4.940 -7.542 1.272
H 3.914 -6.224 1.438
H 5.842 -6.337 -0.749
H 6.236 -5.615 0.818
H 5.073 -4.151 -1.147
H 4.729 -3.833 0.565
O -4.108 4.561 2.578
C -3.259 3.884 3.349
C -3.367 4.065 4.733
C -2.528 3.408 5.603
C -1.553 2.542 5.114
C -1.433 2.343 3.759
C -2.276 2.999 2.853
C -2.098 2.753 1.424
O -1.239 1.925 1.007
N -2.923 3.400 0.594
N -2.616 3.315 -0.671
C -3.319 3.844 -1.607
S -2.755 3.643 -3.231
C -4.390 4.096 -3.952
C -4.926 5.242 -3.130
S -4.787 4.766 -1.368
H -3.915 4.350 1.636
H -4.130 4.738 5.090
H -2.629 3.570 6.666
H -0.899 2.027 5.800
H -0.680 1.673 3.371
H -5.034 3.219 -3.890
H -4.240 4.376 -4.992
H -5.977 5.440 -3.330
H -4.343 6.152 -3.275
*
```

=====

2) C28H35FN6O11P2RhS2 | the ωB97M-V functional and the def2-TZVPD basis

Gap between HOMO and LUMO (alpha / beta) in eV: 6.38 / 5.98
HOMO (alpha / beta) in eV: -9.62 / -10.01

Geometry as ORCA input:
```
! RIJCOSX wB97M-V def2-TZVPD def2/J DEFGRID3
* xyz 1 5
Rh 1.491 2.474 -1.125
N 5.630 4.583 -1.864
C 4.931 4.279 -0.553
C 5.700 4.898 0.599
P 4.979 2.415 -0.533
O 4.820 2.005 1.012
O 6.349 2.112 -1.035
O 3.772 1.919 -1.263
P 3.203 4.840 -0.791
O 3.320 6.388 -0.382
O 2.346 4.085 0.195
O 2.960 4.655 -2.254
H 6.368 3.866 -1.987
H 6.018 5.524 -1.871
H 4.886 4.517 -2.589
H 6.692 4.452 0.698
H 5.148 4.732 1.523
H 5.798 5.978 0.469
H 5.679 1.857 1.429
H 2.454 6.809 -0.278
C -4.788 0.741 1.722
C -4.985 0.966 0.231
N -3.722 0.968 -0.505
C -3.091 2.150 -0.709
C -1.868 2.315 -1.279
C -1.339 3.751 -1.331
O -2.159 4.647 -1.186
O -0.080 3.873 -1.456
C -1.186 1.166 -1.786
O -0.076 1.156 -2.347
C -1.874 -0.119 -1.567
C -1.231 -1.290 -1.972
C -1.789 -2.506 -1.700
F -1.172 -3.629 -2.135
C -2.985 -2.622 -0.983
C -3.633 -1.464 -0.592
C -3.101 -0.201 -0.894
N -3.553 -3.873 -0.615
C -4.836 -4.250 -1.181
C -5.668 -4.885 -0.056
N -4.700 -5.429 0.968
C -3.543 -6.109 0.299
C -2.702 -5.032 -0.409
H -5.749 0.750 2.237
H -4.168 1.530 2.147
H -4.296 -0.211 1.925
H -5.455 1.932 0.050
H -5.644 0.219 -0.213
H -3.613 3.042 -0.385
H -0.298 -1.212 -2.515
H -4.535 -1.555 -0.005
H -4.717 -4.951 -2.017
H -5.350 -3.373 -1.567
H -6.287 -5.715 -0.391
H -6.289 -4.157 0.463
H -5.173 -6.053 1.618
H -4.334 -4.633 1.494
H -3.978 -6.825 -0.397
H -2.977 -6.652 1.052
H -2.310 -5.464 -1.335
H -1.854 -4.740 0.210
O 1.725 -1.941 2.606
C 1.289 -0.902 3.345
C 1.125 -1.131 4.713
C 0.673 -0.126 5.541
C 0.367 1.137 5.033
C 0.520 1.367 3.686
C 0.980 0.363 2.821
C 1.093 0.718 1.402
O 0.625 1.743 0.925
N 1.751 -0.233 0.594
N 1.871 0.187 -0.637
C 2.498 -0.648 -1.453
S 2.552 -0.271 -3.121
C 3.938 -1.400 -3.440
C 3.732 -2.632 -2.580
S 3.296 -2.072 -0.906
H 1.885 -1.622 1.697
H 1.374 -2.110 5.099
H 0.566 -0.321 6.600
H 0.026 1.925 5.688
H 0.302 2.336 3.256
H 4.862 -0.882 -3.179
H 3.948 -1.642 -4.501
H 4.642 -3.226 -2.507
H 2.925 -3.256 -2.966
*
```

=====

2) takes first place; second place is 5.7 kcal/mol up.

=====

1) C5H11NO3P | the ωB97M-V functional and the def2-TZVPD basis

Gap between HOMO and LUMO in eV: 6.88
HOMO in eV: -3.28

Geometry as ORCA input:
```
! RIJCOSX wB97M-V def2-TZVPD def2/J DEFGRID3
* xyz -1 1
C -1.245 -1.670 1.089
C -1.859 -1.566 -0.116
C 0.854 -0.429 -0.754
C -0.104 0.199 -2.728
C -1.527 -0.962 -1.329
N -0.329 -0.431 -1.620
O 1.803 2.444 3.143
O 1.235 2.447 0.636
O 2.164 0.304 1.664
P 1.331 1.516 1.819
H -1.723 -2.122 1.926
H -0.464 -1.055 1.383
H -2.851 -2.056 -0.094
H 0.900 -1.225 -0.001
H 1.744 -0.501 -1.391
H 1.007 0.604 -0.320
H -0.041 1.189 2.310
H 0.774 0.584 -2.838
H -0.872 0.404 -3.471
H -2.210 -0.952 -2.119
H 1.414 3.279 2.811
*
```

=====

2) C5H11NO3P | the ωB97M-V functional and the def2-TZVPD basis

Gap between HOMO and LUMO in eV: 7.53
HOMO in eV: -3.88

Geometry as ORCA input:
```
! RIJCOSX wB97M-V def2-TZVPD def2/J DEFGRID3
* xyz -1 1
C 1.194 -1.870 -1.779
C 0.177 -1.194 -1.353
C -1.158 0.095 1.499
C 1.145 -0.569 1.683
C 0.376 0.582 -0.284
N 0.191 0.284 1.063
O -1.298 2.591 -0.102
O -2.248 0.642 -1.199
O -0.437 1.986 -2.477
P -1.012 1.454 -1.196
H 1.061 -2.695 -2.339
H 2.306 -1.783 -1.373
H -0.749 -1.327 -1.724
H -1.475 0.704 2.345
H -1.776 0.271 0.671
H -1.180 -0.875 1.994
H 1.073 -1.568 1.304
H 2.207 -0.326 1.390
H 1.070 -0.520 2.696
H 1.329 0.804 -0.570
H -0.797 3.314 -0.250
*
```

=====

1) takes first place; second place is 4.0 kcal/mol up.

=====

1) C3H4N2O2 | the ωB97M-V functional and the def2-TZVPD basis

Gap between HOMO and LUMO in eV: 10.57
SMILES string: CC1=NOC=NO1
HOMO in eV: -9.88

Geometry as ORCA input:
```
! RIJCOSX wB97M-V def2-TZVPD def2/J DEFGRID3
* xyz 0 1
C -2.345 -0.043 0.022
C -0.863 0.130 0.050
N -0.271 1.267 0.194
O 1.241 1.057 -0.187
C 1.733 -0.126 0.001
N 1.146 -1.176 0.236
O -0.261 -1.076 -0.244
H -2.601 -0.561 0.998
H -2.606 -0.737 -0.743
H -2.794 1.047 -0.309
H 2.892 0.002 0.062
*
```

=====

2) C3H4N2O2 | the ωB97M-V functional and the def2-TZVPD basis

Gap between HOMO and LUMO in eV: 9.80
HOMO in eV: -10.51

Geometry as ORCA input:
```
! RIJCOSX wB97M-V def2-TZVPD def2/J DEFGRID3
* xyz 0 1
C 0.280 -1.346 -0.260
C 1.465 0.395 0.310
C 0.003 0.870 -0.022
H -2.323 0.245 0.388
H 0.199 -2.484 -0.182
H 2.696 1.482 0.126
H 1.524 0.012 1.925
N -0.584 -0.361 0.536
N 1.463 -0.936 -0.437
O -1.906 -0.715 -0.058
O -0.435 2.003 -0.332
*
```

=====

3) C3H4N2O2 | the ωB97M-V functional and the def2-TZVPD basis

Gap between HOMO and LUMO in eV: 10.82
SMILES string: [H]/N=C1\COC(=O)N1
HOMO in eV: -10.22

Geometry as ORCA input:
```
! RIJCOSX wB97M-V def2-TZVPD def2/J DEFGRID3
* xyz 0 1
H -2.556 -0.024 -0.438
N -1.904 -0.887 -0.089
C -0.702 -0.378 -0.082
C -0.285 1.044 0.123
O 1.163 0.965 -0.160
C 1.619 -0.301 -0.076
O 2.768 -0.672 -0.046
N 0.458 -1.068 0.122
H -0.570 1.956 -0.539
H -0.466 1.414 1.135
H 0.475 -2.050 0.049
*
```

=====

3) takes first place; second place is 99.3 kcal/mol up.